{"formula": "C24H31BrCeNO4S2Si", "method": "ωB97M-V/def2-TZVPD", "symbols": ["Ce", "O", "C", "C", "C", "N", "C", "Br", "C", "H", "H", "H", "H", "O", "S", "C", "C", "C", "C", "S", "O", "C", "C", "C", "C", "C", "C", "C", "C", "C", "C", "C", "C", "H", "H", "H", "H", "H", "H", "H", "H", "H", "H", "H", "H", "H", "H", "H", "H", "H", "H", "C", "Si", "C", "C", "O", "H", "H", "H", "H", "H", "H", "H", "H", "H"], "coordinates": [[-0.658, 0.368, -0.217], [2.739, 0.076, 5.373], [1.919, 0.106, 4.347], [0.518, 0.141, 4.446], [-0.226, 0.170, 3.297], [0.332, 0.162, 2.064], [1.666, 0.123, 2.011], [2.331, 0.089, 0.222], [2.516, 0.095, 3.072], [2.292, 0.080, 6.232], [0.024, 0.145, 5.409], [-1.308, 0.198, 3.343], [3.591, 0.061, 2.966], [0.067, -0.273, -2.192], [-0.144, -0.809, -3.665], [-0.427, -2.601, -3.432], [-1.856, -3.118, -3.434], [-2.676, -2.784, -2.188], [-2.387, -3.718, -1.010], [-2.358, -2.890, 0.584], [-1.338, -1.733, 0.333], [-3.940, -2.100, 0.567], [-5.076, -2.897, 0.642], [-6.314, -2.274, 0.598], [-6.404, -0.890, 0.493], [-5.257, -0.109, 0.449], [-4.014, -0.722, 0.490], [-1.717, -0.153, -4.117], [-2.466, 0.585, -3.215], [-3.715, 1.051, -3.590], [-4.190, 0.785, -4.870], [-3.412, 0.077, -5.778], [-2.159, -0.397, -5.411], [0.105, -2.786, -2.494], [0.165, -3.048, -4.232], [-1.775, -4.202, -3.560], [-2.384, -2.767, -4.320], [-3.738, -2.830, -2.428], [-2.495, -1.745, -1.899], [-1.418, -4.219, -1.061], [-3.145, -4.496, -0.889], [-5.014, -3.975, 0.738], [-7.212, -2.874, 0.652], [-7.378, -0.420, 0.466], [-5.327, 0.969, 0.400], [-3.113, -0.125, 0.522], [-2.071, 0.873, -2.251], [-4.302, 1.638, -2.898], [-5.162, 1.151, -5.170], [-3.774, -0.102, -6.781], [-1.548, -0.936, -6.126], [-2.283, 4.505, -1.091], [-1.695, 3.395, 0.236], [-2.197, 3.870, 1.932], [0.181, 3.115, 0.155], [-2.167, 1.774, -0.082], [-2.001, 5.534, -0.856], [-3.373, 4.475, -1.163], [-1.871, 4.257, -2.071], [-1.992, 4.932, 2.093], [-1.670, 3.306, 2.705], [-3.270, 3.723, 2.077], [0.718, 4.065, 0.128], [0.506, 2.603, -0.770], [0.550, 2.580, 1.040]], "lowdin_charge": [1.10, 0.18, -0.26, 0.06, -0.06, -0.12, -0.64, 1.05, 0.03, 0.16, 0.14, 0.14, 0.15, -0.68, 1.21, -0.26, -0.19, -0.19, -0.28, 1.18, -0.64, -0.39, -0.05, -0.02, -0.02, -0.03, -0.08, -0.40, -0.09, -0.02, -0.01, -0.01, -0.06, 0.11, 0.11, 0.14, 0.11, 0.14, 0.08, 0.11, 0.12, 0.13, 0.13, 0.13, 0.12, 0.04, 0.05, 0.12, 0.13, 0.13, 0.14, -0.12, 0.40, -0.12, -0.15, -0.44, 0.06, 0.06, 0.05, 0.06, 0.04, 0.06, 0.09, 0.03, 0.03], "gap_ha": 0.2260, "charge": 3}



{"formula": "C24H31F6N7O8ReS3Si2", "method": "ωB97M-V/def2-TZVPD", "symbols": ["Re", "C", "Si", "C", "C", "N", "C", "C", "C", "C", "C", "C", "N", "Si", "C", "C", "C", "H", "H", "H", "H", "H", "H", "H", "H", "H", "H", "H", "H", "H", "H", "H", "H", "H", "H", "H", "H", "H", "H", "F", "C", "F", "F", "S", "O", "O", "N", "S", "O", "O", "C", "F", "F", "F", "N", "C", "C", "C", "C", "C", "C", "S", "O", "O", "N", "C", "N", "C", "C", "C", "N", "H", "H", "H", "H", "H", "H", "H", "H", "H", "O", "O"], "coordinates": [[-0.221, -0.122, 0.161], [-5.173, 0.242, 0.968], [-3.289, -0.080, 1.222], [-2.892, 1.278, 2.513], [-3.164, -1.911, 1.764], [-2.210, 0.037, -0.197], [-2.597, -0.076, -1.492], [-3.909, -0.140, -1.976], [-4.164, -0.177, -3.331], [-3.115, -0.141, -4.242], [-1.810, -0.113, -3.797], [-1.509, -0.114, -2.430], [-0.272, -0.145, -1.875], [1.162, -0.067, -2.959], [1.088, 1.552, -3.979], [1.154, -1.681, -4.000], [2.801, -0.028, -2.002], [-5.609, 0.418, 1.947], [-5.694, -0.608, 0.541], [-5.388, 1.117, 0.363], [-3.131, 0.905, 3.505], [-3.479, 2.178, 2.352], [-1.846, 1.556, 2.517], [-3.686, -2.111, 2.696], [-2.125, -2.189, 1.918], [-3.565, -2.582, 1.005], [-4.732, -0.167, -1.289], [-5.183, -0.222, -3.685], [-3.323, -0.144, -5.302], [-1.019, -0.078, -4.521], [0.392, 1.522, -4.809], [2.062, 1.811, -4.381], [0.761, 2.357, -3.325], [0.303, -1.770, -4.664], [1.143, -2.553, -3.352], [2.048, -1.741, -4.612], [2.973, 0.949, -1.562], [3.636, -0.235, -2.664], [2.836, -0.760, -1.205], [-0.479, 0.247, 5.081], [-0.221, -0.978, 4.579], [0.445, -1.648, 5.520], [-1.409, -1.579, 4.414], [0.726, -0.770, 2.956], [-0.353, -0.049, 2.298], [1.852, -0.070, 3.486], [0.839, -2.298, 2.647], [0.320, -3.053, 1.396], [-0.316, -2.267, 0.348], [-0.387, -4.237, 1.733], [1.911, -3.727, 0.660], [2.435, -4.578, 1.541], [1.677, -4.394, -0.474], [2.832, -2.810, 0.393], [-4.952, 5.958, 1.912], [-3.892, 5.274, 1.395], [-2.586, 5.739, 1.591], [-1.520, 5.090, 1.010], [-1.743, 3.952, 0.253], [-3.025, 3.478, 0.036], [-4.094, 4.133, 0.608], [-0.415, 3.168, -0.618], [0.657, 4.102, -0.828], [-0.969, 2.532, -1.775], [0.248, 1.874, 0.294], [1.035, 2.317, 1.264], [2.200, 1.645, 1.584], [3.014, 2.079, 2.572], [2.716, 3.244, 3.222], [1.546, 3.903, 2.833], [0.746, 3.444, 1.891], [-4.782, 6.679, 2.589], [-5.861, 5.530, 1.901], [-2.426, 6.624, 2.186], [-0.513, 5.454, 1.120], [-3.163, 2.610, -0.590], [-5.103, 3.784, 0.444], [3.875, 1.463, 2.764], [3.358, 3.633, 3.992], [1.227, 4.823, 3.299], [2.594, 0.530, 0.908], [1.674, -0.553, 0.985]], "lowdin_charge": [1.58, -0.18, 0.54, -0.15, -0.15, -0.19, -0.31, -0.04, -0.09, -0.09, -0.05, -0.33, -0.19, 0.54, -0.15, -0.15, -0.16, 0.03, 0.02, 0.01, 0.04, 0.01, 0.00, 0.04, -0.03, 0.05, 0.06, 0.10, 0.10, 0.07, 0.02, 0.03, 0.01, 0.01, 0.03, 0.02, 0.02, 0.04, 0.00, 0.11, -0.63, 0.14, 0.13, 0.65, -0.44, -0.23, -0.25, 0.62, -0.39, -0.22, -0.65, 0.15, 0.14, 0.14, 0.12, -0.32, -0.02, -0.07, -0.29, -0.07, -0.03, 0.69, -0.27, -0.28, -0.17, -0.38, 0.00, 0.02, 0.01, -0.04, 0.16, 0.10, 0.10, 0.11, 0.10, 0.10, 0.11, 0.16, 0.12, 0.13, -0.06, -0.39], "gap_ha": [0.1991, 0.2271], "s_squared": 3.77, "charge": 0, "multiplicity": 4}



{"formula": "C24H31N3O6", "method": "ωB97M-V/def2-TZVPD", "symbols": ["C", "H", "O", "C", "C", "N", "C", "O", "C", "N", "C", "O", "C", "C", "C", "C", "O", "H", "H", "H", "H", "H", "H", "C", "C", "C", "C", "C", "C", "C", "H", "H", "H", "O", "C", "H", "H", "H", "H", "C", "O", "N", "H", "C", "C", "H", "H", "C", "H", "H", "C", "H", "H", "C", "H", "H", "H", "H", "H", "H", "H", "H", "H", "H"], "coordinates": [[-0.853, -2.453, -3.862], [-0.475, -3.421, -4.187], [-1.311, -2.629, -2.543], [-1.897, -1.478, -1.976], [-0.863, -0.443, -1.478], [-0.789, -0.353, -0.034], [-0.218, -1.262, 0.781], [-0.162, -1.113, 1.991], [0.413, -2.512, 0.156], [1.843, -2.482, 0.390], [2.599, -1.458, -0.051], [2.158, -0.552, -0.748], [4.013, -1.529, 0.332], [5.068, -0.741, -0.050], [6.202, -1.253, 0.616], [5.758, -2.311, 1.351], [4.442, -2.490, 1.187], [6.267, -2.989, 2.007], [7.206, -0.885, 0.556], [5.025, 0.087, -0.727], [2.237, -3.106, 1.076], [0.001, -3.381, 0.670], [0.212, -2.604, -0.911], [-1.422, 0.816, 0.570], [-2.905, 0.778, 0.281], [-3.687, -0.059, 1.072], [-5.043, -0.205, 0.818], [-5.617, 0.497, -0.244], [-4.840, 1.329, -1.020], [-3.483, 1.470, -0.770], [-2.895, 2.142, -1.372], [-5.294, 1.876, -1.833], [-6.673, 0.377, -0.428], [-5.888, -1.001, 1.531], [-5.375, -1.700, 2.640], [-4.601, -2.416, 2.342], [-6.220, -2.241, 3.063], [-4.967, -1.018, 3.392], [-3.213, -0.589, 1.884], [-0.724, 2.130, 0.177], [-1.306, 3.196, 0.184], [0.576, 1.995, -0.129], [1.031, 1.092, -0.099], [1.416, 3.139, -0.407], [2.602, 2.762, -1.314], [2.536, 1.719, -1.619], [2.602, 3.383, -2.210], [3.861, 3.029, -0.484], [4.718, 3.293, -1.102], [4.114, 2.144, 0.102], [3.441, 4.151, 0.461], [3.401, 5.099, -0.078], [4.115, 4.262, 1.309], [2.039, 3.723, 0.878], [2.101, 2.934, 1.631], [1.442, 4.536, 1.283], [0.772, 3.887, -0.879], [-1.270, 0.713, 1.654], [-1.131, 0.549, -1.840], [0.129, -0.683, -1.871], [-2.491, -1.835, -1.131], [-2.577, -1.013, -2.700], [-1.671, -2.142, -4.522], [-0.048, -1.712, -3.924]], "lowdin_charge": [-0.10, 0.09, -0.21, -0.18, -0.11, -0.02, -0.43, 0.06, -0.04, 0.11, -0.40, 0.06, -0.18, 0.01, -0.04, -0.10, 0.05, 0.13, 0.11, 0.11, 0.15, 0.14, 0.11, -0.13, -0.16, 0.04, -0.27, -0.01, -0.06, -0.04, 0.11, 0.11, 0.12, -0.08, -0.09, 0.09, 0.09, 0.10, 0.11, -0.44, 0.08, 0.12, 0.11, -0.28, -0.13, 0.09, 0.11, -0.20, 0.11, 0.09, -0.20, 0.11, 0.11, -0.13, 0.12, 0.11, 0.15, 0.16, 0.13, 0.11, 0.13, 0.12, 0.09, 0.09], "gap_ha": 0.3258, "charge": 0, "smiles": "COCCN(C(=O)CNC(=O)c1ccco1)[C@@H](C(=O)NC1CCCC1)c1cccc(OC)c1"}